Computed, not measured: a cluster of 4 separate species, C31H70BBrN12O5P3S2 in total, with the ωB97M-V functional and the def2-TZVPD basis.

Last column: Löwdin charge in e.
Cartesian coordinates (Å):
O 3.6278 2.9030 5.7592  -0.08
O 3.2960 2.4639 4.4866  -0.25
C 2.6815 1.1628 4.5972  -0.21
B 2.0042 0.6436 3.1730  -1.00
Br 1.0551 2.2514 2.3789  0.61
C 3.0932 -0.0815 2.1894  -0.20
C 3.9228 0.8718 1.2645  -0.26
C 4.5681 -0.0246 0.0966  -0.49
S 5.9361 -1.1083 0.6660  0.83
C 5.2531 -2.5595 1.5464  -1.02
S 3.9410 -3.3827 1.0259  0.71
N 5.9299 -2.9394 2.7745  -0.16
C 5.6844 -2.4292 4.0280  -0.09
C 6.5727 -3.0387 4.9896  -0.11
N 7.3236 -3.9277 4.2083  0.00
C 6.9511 -3.8924 2.9223  -0.17
C 0.8212 -0.4922 3.4503  -0.26
C 1.0483 -1.3624 4.6006  -0.02
C 0.0333 -2.4126 4.8429  -0.06
C -1.0356 -2.4037 3.8427  -0.11
C -1.1476 -1.4618 2.7503  -0.14
N -0.2031 -0.5030 2.5521  0.04
H 2.9727 3.5720 6.0329  0.10
H 3.4828 0.4393 4.9194  0.10
H 1.8652 1.2561 5.3727  0.11
H 3.8399 -0.5875 2.8725  0.07
H 2.6065 -0.8939 1.5931  0.07
H 4.8028 1.3377 1.7929  0.11
H 3.3287 1.6490 0.7269  0.08
H 4.8235 0.5916 -0.8070  0.08
H 3.7283 -0.7007 -0.2374  0.06
H 4.9796 -1.6476 4.3707  0.11
H 6.6103 -2.8278 6.0711  0.09
H 7.4099 -4.4974 2.1129  0.13
H 1.9278 -1.2962 5.2786  0.10
H 0.0805 -3.1245 5.6907  0.08
H -1.8303 -3.1869 3.9307  0.08
H -2.0022 -1.5534 2.0344  0.10
O 7.7532 0.2685 4.2881  -0.27
P 8.7540 1.3419 3.8718  0.76
N 10.1629 0.4264 4.2336  -0.35
C 10.5722 0.0310 5.5660  -0.13
C 10.4241 -0.6346 3.2608  -0.13
N 8.2461 2.5043 5.0468  -0.32
C 8.8422 2.6810 6.3503  -0.14
C 6.7866 2.6246 5.1793  -0.15
N 9.8526 2.5748 3.2667  -0.33
C 11.2273 2.8323 3.6325  -0.12
C 9.2538 3.6126 2.4364  -0.14
H 11.5739 -0.4070 5.5425  0.08
H 9.8873 -0.6977 6.0201  0.09
H 10.6705 0.8841 6.2329  0.05
H 10.8156 -0.1969 2.3341  0.07
H 9.5145 -1.1931 3.0134  0.07
H 11.1661 -1.3534 3.6108  0.08
H 8.7298 1.7880 6.9805  0.08
H 8.3787 3.5173 6.8816  0.08
H 9.8992 2.9465 6.2848  0.06
H 6.3717 1.8503 5.8351  0.08
H 6.2974 2.5439 4.2078  0.07
H 6.5143 3.6019 5.5864  0.08
H 11.3919 2.8054 4.7106  0.06
H 11.5515 3.8210 3.2950  0.08
H 11.9026 2.1093 3.1652  0.08
H 8.9992 4.4964 3.0333  0.08
H 8.3367 3.2492 1.9686  0.07
H 9.9227 3.9139 1.6245  0.07
O -4.3539 -0.2448 -0.0664  -0.29
P -4.6183 0.6358 -1.2859  0.74
N -3.0173 1.2180 -1.4691  -0.35
C -2.3412 2.0997 -0.5314  -0.11
C -2.0988 0.2160 -2.0098  -0.13
N -5.7537 1.6741 -0.4903  -0.33
C -5.4273 2.9376 0.1332  -0.14
C -6.7154 0.9694 0.3601  -0.16
N -4.9947 1.5125 -2.7611  -0.33
C -4.3453 2.6766 -3.3223  -0.12
C -6.2507 1.1596 -3.4130  -0.14
H -1.3926 2.4469 -0.9473  0.08
H -2.1371 1.6145 0.4306  0.09
H -2.9019 3.0143 -0.3530  0.05
H -2.2882 0.0828 -3.0827  0.07
H -2.2228 -0.7563 -1.5212  0.07
H -1.0528 0.5048 -1.9050  0.08
H -4.7356 2.8152 0.9767  0.09
H -6.3272 3.4289 0.5155  0.08
H -5.0059 3.6479 -0.5793  0.06
H -6.2974 0.7464 1.3502  0.08
H -7.0250 0.0288 -0.0983  0.07
H -7.6225 1.5669 0.4951  0.07
H -4.1337 3.4448 -2.5773  0.06
H -4.9676 3.1504 -4.0872  0.08
H -3.4052 2.4069 -3.8118  0.08
H -7.0566 1.8380 -3.1087  0.08
H -6.5498 0.1437 -3.1471  0.07
H -6.1601 1.1844 -4.5025  0.07
O -8.4916 -0.3940 -5.9012  -0.29
P -9.1147 -1.2765 -6.9792  0.75
N -10.0390 -2.2627 -5.9214  -0.35
C -9.4811 -3.2008 -4.9661  -0.12
C -11.2092 -1.5779 -5.3721  -0.13
N -7.6141 -1.9241 -7.5463  -0.33
C -7.0295 -3.1725 -7.1079  -0.14
C -6.5451 -0.9299 -7.6792  -0.15
N -9.8811 -2.1504 -8.2956  -0.33
C -10.4409 -3.4848 -8.3029  -0.11
C -9.7637 -1.5476 -9.6178  -0.14
H -10.2729 -3.8125 -4.5265  0.08
H -8.9373 -2.7032 -4.1525  0.09
H -8.8205 -3.9220 -5.4403  0.05
H -11.9836 -1.4940 -6.1440  0.07
H -10.9651 -0.5674 -5.0269  0.07
H -11.6544 -2.1133 -4.5328  0.08
H -6.7796 -3.1582 -6.0389  0.08
H -6.1083 -3.3867 -7.6568  0.08
H -7.6795 -4.0236 -7.3159  0.06
H -6.0458 -0.7379 -6.7210  0.07
H -6.9375 0.0167 -8.0543  0.07
H -5.7928 -1.2654 -8.3988  0.08
H -9.8015 -4.2157 -7.8067  0.07
H -10.5919 -3.8482 -9.3231  0.08
H -11.4217 -3.5043 -7.8195  0.08
H -8.9170 -1.9719 -10.1699  0.08
H -9.6047 -0.4704 -9.5367  0.07
H -10.6755 -1.6870 -10.2056  0.08

Atoms 1-3, force components in eV/Å:
O 0.867 0.541 1.920
O -0.706 -0.654 -1.382
C -0.379 -0.049 0.346

The value obtained for the maximum force is 7.07 eV Å⁻¹. The LUMO energy comes out at 0.0060 Eh. As for the HOMO-LUMO gap: 0.197 Ha. The calculation puts the HOMO energy at -5.204 eV. Its spin multiplicity is 1. The total energy is -181645.6264 eV. The energy above the lowest of the compared OMol25 structures with the same formula, charge and spin comes out at 0.00 kJ/mol. Its charge is -1.